{"formula": "C4H12S2", "method": "ωB97M-V with the def2-TZVPD basis set", "elements": ["S", "S", "C", "C", "C", "C", "H", "H", "H", "H", "H", "H", "H", "H", "H", "H", "H", "H"], "positions_angstrom": [[-1.0012, 0.3544, -0.9064], [2.6067, 0.4351, -1.8951], [1.9986, -0.4598, -0.3360], [-2.7051, 0.9886, -0.1738], [-3.0771, 1.2178, 1.3633], [2.8327, -1.6057, 0.3751], [2.3052, -1.5806, 1.4790], [2.9623, -2.5045, -0.1849], [-3.3894, 0.2952, -0.5899], [-2.8407, 1.8737, -0.9157], [-4.0942, 0.9631, 1.4973], [1.8140, 0.3264, 0.4386], [-2.5751, 0.3529, 1.9727], [-0.0429, 0.1164, -1.7370], [3.1822, -0.6008, -2.4890], [1.0766, -1.1297, -0.4781], [3.8871, -1.3402, 0.7528], [-2.9397, 2.2976, 1.8271]], "forces_ev_per_angstrom": [[-1.04, -1.12, 4.99], [-0.63, -0.53, 1.46], [0.10, -2.00, 0.70], [-1.18, 3.25, -2.61], [3.36, -0.19, 0.38], [1.07, 3.23, 3.48], [0.86, -1.18, -2.87], [-0.64, -0.80, -0.04], [-0.35, -1.05, -0.07], [-0.05, -0.98, 2.07], [-1.33, -0.10, -0.48], [-0.08, -0.59, -1.09], [-0.41, 1.98, -0.84], [0.33, 0.88, -2.39], [0.11, -0.39, -0.12], [0.85, 1.94, -0.35], [-1.23, 0.07, -1.05], [0.28, -2.42, -1.17]], "relative_energy_ev": 4.885, "homo_lumo_gap_ev": 8.13, "multiplicity": 1, "total_charge": 0, "energy_ev": -26008.2330, "fmax_ev_per_a": 5.22, "e_homo_ev": -8.442, "smiles": "CCS.CCS"}